[1]
DFT (ωB97M-V with the def2-TZVPD basis set) results for an isolated ion of composition C33H33O3S and charge +1.

Geometry as XYZ:
```
70
C33H33O3S ωB97M-V with the def2-TZVPD basis set
C 2.5864 0.0815 3.7009
S 2.6551 0.4438 1.8925
C 3.4886 -1.1176 1.4398
C 1.0641 0.4060 0.9562
C 0.1500 0.9588 2.0859
C -1.2044 0.3302 2.3386
C -1.4454 -1.0593 2.3093
C -2.7280 -1.5679 2.5610
C -3.7805 -0.6919 2.8692
C -3.5274 0.6779 2.9583
C -2.2606 1.1790 2.7527
O 0.4695 2.0014 2.6545
H 3.5749 0.3876 4.0813
H 1.8626 0.7429 4.1823
H 2.4773 -0.9878 3.9080
H 4.5418 -0.8606 1.2917
H 3.4101 -1.8527 2.2555
H 3.0954 -1.5357 0.5045
H 0.8699 -0.7661 0.8859
H -0.5913 -1.7059 2.0599
H -2.9359 -2.6359 2.4399
H -4.8099 -1.0408 2.9509
H -4.3314 1.3902 3.1181
H -2.0515 2.2379 2.8382
C 4.6864 8.9875 1.0922
O 3.4294 8.5666 0.4702
C 3.2564 7.2393 0.1715
C 1.9558 6.8068 -0.1757
C 1.7019 5.4774 -0.4584
C 2.7459 4.5478 -0.4654
C 2.4864 3.1040 -0.6710
C 1.2855 2.5868 -0.2551
C 0.7781 1.2225 -0.4102
C -0.7240 1.0919 -0.6722
C -1.2141 -0.1318 -1.1415
C -2.5983 -0.3825 -1.1926
C -3.5140 0.6124 -0.8322
C -3.0127 1.8632 -0.4819
C -1.6363 2.1188 -0.4479
C 3.4645 2.3232 -1.5034
C 4.3187 2.9144 -2.4641
C 5.2719 2.1545 -3.1091
C 5.3995 0.7697 -2.8424
O 6.3804 0.1151 -3.5181
C 6.5904 -1.3002 -3.2256
C 4.5115 0.1345 -1.9368
C 3.5744 0.9386 -1.2935
C 4.0762 5.0013 -0.2870
C 4.3538 6.3322 0.0573
H 4.5858 10.0519 1.3670
H 4.9154 8.4061 1.9925
H 5.4803 8.8296 0.3439
H 1.1713 7.5390 -0.1173
H 0.6865 5.1541 -0.5900
H 0.7041 3.2174 0.4349
H 1.3031 0.5640 -1.1210
H -0.5014 -0.8726 -1.5047
H -2.9610 -1.3945 -1.4171
H -4.5794 0.4096 -0.7143
H -3.7045 2.6475 -0.1558
H -1.3280 3.1454 -0.2465
H 4.3203 3.9825 -2.6533
H 5.9805 2.6095 -3.7892
H 7.4425 -1.6274 -3.8302
H 6.8170 -1.4679 -2.1643
H 5.6869 -1.8712 -3.4810
H 4.5446 -0.9509 -1.7945
H 2.9388 0.5500 -0.4888
H 4.8883 4.2601 -0.2512
H 5.4011 6.6310 0.2570
```

For the HOMO energy, the calculation gives -10.07 eV. For the LUMO energy, the calculation gives -3.0 eV. The net charge is +1. The electronic energy comes out at -1900.86285 a.u. As for the multiplicity: 1. Its HOMO-LUMO gap is 7.1 eV.

***

[2]
DFT (ωB97M-V with the def2-TZVPD basis set) results for an isolated ion of composition C4H6N and charge +1.

Geometry as XYZ:
```
11
C4H6N ωB97M-V with the def2-TZVPD basis set
C 1.9699 -0.7453 0.0750
N 0.9969 0.0190 0.1418
C 0.4208 1.3203 -0.2690
C -0.4172 0.2845 -0.0168
C -1.8531 -0.1644 0.0329
H 1.7958 -1.7822 0.2960
H 3.0415 -0.4881 0.1206
H 0.6535 2.3300 -0.4471
H -1.9667 -1.2544 0.2936
H -2.2910 0.0815 -0.9562
H -2.3504 0.3990 0.7292
```

As for the energy above the lowest of the compared OMol25 structures with the same formula, charge and spin: 2.459 eV. For the HOMO energy, the calculation gives -15.15 eV. The SMILES is C=[N+]1C=C1C. For the LUMO energy, the calculation gives -4.4 eV. The net charge is +1. The electronic energy comes out at -210.36567 a.u. As for the multiplicity: 1. Its HOMO-LUMO gap is 10.8 eV.

***

[3]
DFT (ωB97M-V with the def2-TZVPD basis set) results for C45H43N7O2PSW as an isolated structure.

Geometry as XYZ:
```
100
C45H43N7O2PSW ωB97M-V with the def2-TZVPD basis set
W -0.0227 0.4494 0.3777
C 2.7892 -0.1744 -1.0014
N 1.3882 0.0892 -1.4192
C 0.9824 -0.7621 -2.5614
C 0.9782 -2.2139 -2.2062
N 1.2535 -2.6823 -1.0245
C 1.1866 -4.0682 -1.1598
C 1.3481 -5.0659 -0.1987
C 1.1993 -6.3746 -0.6093
C 0.8952 -6.6947 -1.9435
C 0.7253 -5.7190 -2.9055
C 0.8789 -4.4030 -2.4810
N 0.7397 -3.1854 -3.1345
C 2.8634 -0.2302 0.4844
N 1.7976 -0.3315 1.2622
C 2.2805 -0.3132 2.5808
C 1.6102 -0.3684 3.7974
C 2.3788 -0.3327 4.9445
C 3.7773 -0.2493 4.8912
C 4.4524 -0.1970 3.6871
C 3.6681 -0.2264 2.5431
N 3.9995 -0.1705 1.1891
H 3.1179 -1.1360 -1.3943
H 3.4492 0.6028 -1.3907
H 1.3698 1.0398 -1.7830
H -0.0097 -0.4393 -2.8805
H 1.6620 -0.5884 -3.4021
H 1.5933 -4.8150 0.8256
H 1.3240 -7.1770 0.1053
H 0.7928 -7.7347 -2.2229
H 0.4905 -5.9738 -3.9304
H 0.5467 -3.0477 -4.1121
H 0.5342 -0.4511 3.8429
H 1.8931 -0.3800 5.9101
H 4.3411 -0.2310 5.8140
H 5.5312 -0.1330 3.6441
H 4.9268 -0.1015 0.8025
C -3.6295 -1.7251 1.7481
C -2.3487 -2.5527 1.7738
C -1.5666 -2.3808 3.0698
C -1.5024 -2.3860 0.4933
C -2.0451 -3.2489 -0.6395
O -2.7911 -2.3114 -1.4514
C -2.3695 -1.0958 -1.1525
N -1.5341 -1.0139 -0.1583
C -3.0172 -0.0460 -1.9798
C -4.0869 -0.4756 -2.7755
C -4.8284 0.4251 -3.5184
C -4.5209 1.7763 -3.4781
C -3.4587 2.2099 -2.7030
C -2.6959 1.3174 -1.9532
P -1.2729 1.9991 -1.0560
C -0.2002 2.6329 -2.3856
C -0.4023 2.2972 -3.7228
C 0.5175 2.6817 -4.6917
C 1.6436 3.4082 -4.3363
C 1.8508 3.7567 -3.0066
C 0.9404 3.3683 -2.0353
C -2.0285 3.4127 -0.2047
C -1.7986 4.7408 -0.5402
C -2.4053 5.7543 0.1919
C -3.2407 5.4447 1.2541
C -3.4833 4.1159 1.5828
C -2.8793 3.1031 0.8569
H -4.2655 -1.9843 2.5950
H -4.2199 -1.8944 0.8436
H -3.3996 -0.6596 1.8101
H -2.6291 -3.6109 1.7430
H -1.2386 -1.3541 3.1983
H -0.6940 -3.0369 3.0948
H -2.1982 -2.6437 3.9205
H -0.4620 -2.6382 0.6918
H -2.7409 -4.0150 -0.3102
H -1.2777 -3.6905 -1.2687
H -4.3508 -1.5213 -2.8002
H -5.6528 0.0678 -4.1205
H -5.1047 2.4893 -4.0451
H -3.2164 3.2655 -2.6749
H -1.2858 1.7470 -4.0238
H 0.3422 2.4224 -5.7279
H 2.3520 3.7155 -5.0944
H 2.7180 4.3413 -2.7270
H 1.1116 3.6473 -1.0027
H -1.1590 5.0010 -1.3729
H -2.2266 6.7876 -0.0754
H -3.7123 6.2373 1.8201
H -4.1519 3.8705 2.3983
H -3.0748 2.0661 1.1144
O -1.1910 0.5263 2.0706
N -1.1032 1.5369 2.9765
C -1.9462 1.4554 4.0307
C -1.9001 2.3994 5.0164
C -0.9659 3.4360 4.9092
C -0.1317 3.4946 3.8212
C -0.2025 2.5179 2.8198
S 0.7060 2.5581 1.3514
H -2.6159 0.6087 4.0015
H -2.5795 2.3269 5.8526
H -0.9026 4.1930 5.6793
H 0.5931 4.2879 3.7042
```

As for the energy above the lowest of the compared OMol25 structures with the same formula, charge and spin: 0.396 eV. For the HOMO energy (spin up / spin down), the calculation gives -12.03 / -11.87 eV. For the LUMO energy (spin up / spin down), the calculation gives -5.5 / -5.3 eV. The net charge is +2. The electronic energy comes out at -3080.63867 a.u. As for the multiplicity: 2. Its expectation value of S² is 0.754. Its HOMO-LUMO gap (spin up / spin down) is 6.5 / 6.5 eV.

***

[4]
DFT (ωB97M-V with the def2-TZVPD basis set) results for C2HAgO3 as an isolated structure.

Geometry as XYZ:
```
7
C2HAgO3 ωB97M-V with the def2-TZVPD basis set
O -0.0014 0.3218 1.1124
H 0.0547 0.5155 0.1659
O 2.4039 -1.7088 1.1350
O 2.8655 -1.2595 -0.2016
C 1.3402 -1.0558 1.5429
C 0.1116 -1.1457 1.4238
Ag 4.5668 -1.0496 0.6606
```

As for the energy above the lowest of the compared OMol25 structures with the same formula, charge and spin: 10.630 eV. For the HOMO energy (spin up / spin down), the calculation gives -15.26 / -14.73 eV. For the LUMO energy (spin up / spin down), the calculation gives -6.6 / -8.7 eV. The net charge is +1. The electronic energy comes out at -448.77049 a.u. As for the multiplicity: 2. Its expectation value of S² is 0.793. Its HOMO-LUMO gap (spin up / spin down) is 8.7 / 6.0 eV.

***

[5]
DFT (ωB97M-V with the def2-TZVPD basis set) results for C27H47AgFN2O12PbS as an isolated structure.

Geometry as XYZ:
```
92
C27H47AgFN2O12PbS ωB97M-V with the def2-TZVPD basis set
Pb -2.1633 -1.8625 0.2690
Ag -3.5576 1.8553 -0.0130
C -2.8255 0.2921 -4.3348
C -1.5600 -0.2998 -4.9752
C -0.7805 0.7572 -5.7894
O 0.5141 0.3222 -6.0964
C 1.4381 1.3109 -6.5260
N -0.6394 -0.8367 -3.8830
H 0.2447 -1.1130 -4.3069
H -0.4494 -0.0594 -3.2134
H -1.0080 -1.5382 -3.2516
H -2.5727 1.2382 -3.8594
H -3.2837 -0.3450 -3.5751
H -3.6717 0.3173 -5.0212
H -1.7669 -1.2078 -5.5411
H -0.7168 1.6495 -5.1577
H -1.3549 1.0166 -6.6816
H 1.6267 2.1156 -5.8141
H 1.0588 1.7149 -7.4677
H 2.3775 0.8278 -6.7865
C -3.1491 -5.8132 3.2542
C -3.1329 -4.3169 2.9774
C -3.4007 -3.5091 4.3070
C -2.1344 -3.3654 5.1781
C -1.0296 -2.7214 4.3399
C -0.6285 -3.5484 3.0661
N -1.8789 -3.8423 2.2943
O -1.6325 -4.3967 1.0560
C 0.1781 -4.8129 3.3978
C 0.2793 -2.6087 2.2558
C -4.3921 -3.9800 2.1429
H -2.7860 -6.3438 2.3701
H -4.1392 -6.1889 3.5106
H -2.5218 -6.2938 4.0082
H -4.1392 -4.0255 4.9231
H -3.9397 -2.5799 4.1107
H -1.8022 -4.3302 5.5618
H -2.2409 -2.6907 6.0275
H -0.1308 -2.6618 4.9528
H -1.3525 -1.7376 3.9934
H -0.4663 -5.6405 3.6926
H 0.7887 -4.5553 4.2615
H 0.7170 -5.1455 2.5128
H 0.7093 -3.0821 1.3723
H 1.0815 -2.1108 2.7992
H -0.3140 -1.7500 1.9115
H -5.3405 -4.0574 2.6645
H -4.3485 -4.5466 1.2107
H -4.1988 -2.9534 1.8057
S -0.9961 0.7812 -0.8150
O -1.3946 2.0274 -0.1865
O -0.4245 -0.1852 0.1446
O -2.3435 0.3286 -1.1865
O -0.1533 1.0224 -2.0021
C 4.4048 -0.8804 -0.3709
C 4.2259 -0.3951 -1.8101
C 2.9984 0.5176 -2.0772
O 3.5511 1.5647 -2.8620
C 4.8989 1.4838 -2.8842
O 5.5824 2.3179 -3.4149
O 5.2861 0.4898 -2.1283
H 3.9461 -1.8602 -0.2443
H 3.9809 -0.2021 0.3734
H 5.4544 -0.8586 -0.0785
H 4.3147 -1.2006 -2.5411
H 2.5168 0.7890 -1.1392
H 2.3109 -0.0286 -2.7242
C 1.8870 2.2636 1.4114
C 0.8884 3.1794 2.0694
C -0.1546 2.3750 2.8838
O -0.1204 2.9576 4.1633
C 0.8698 3.8317 4.2625
O 1.1095 4.4313 5.2730
O 1.5761 3.8600 3.1291
H 1.3902 1.8070 0.5530
H 2.1902 1.4646 2.0894
H 2.7814 2.7786 1.0634
H 0.3200 3.7636 1.3441
H 0.1907 1.3409 2.9780
H -1.1641 2.3409 2.4756
F -0.6805 7.0533 0.0901
C 0.2085 6.2293 -0.4855
C -0.0845 5.2244 -1.3912
C 0.8912 4.3813 -1.8358
C 2.2257 4.6042 -1.4616
C 2.5584 5.6480 -0.6183
C 1.5269 6.4639 -0.1188
H -1.1002 5.1708 -1.7643
H 0.5830 3.5157 -2.4056
H 3.0245 3.9736 -1.8287
H 3.5961 5.7439 -0.3330
H 1.7627 7.3393 0.4704
```

For the HOMO energy (spin up / spin down), the calculation gives -12.60 / -12.60 eV. For the LUMO energy (spin up / spin down), the calculation gives -8.8 / -9.3 eV. The net charge is +2. The electronic energy comes out at -2906.59742 a.u. As for the multiplicity: 2. Its expectation value of S² is 0.757. Its HOMO-LUMO gap (spin up / spin down) is 3.8 / 3.3 eV.

***

[6]
DFT (ωB97M-V with the def2-TZVPD basis set) results for a 2-piece molecular cluster, C6H7Cl2NSi overall.

Geometry as XYZ:
```
17
C6H7Cl2NSi ωB97M-V with the def2-TZVPD basis set
C -1.0174 -2.3530 -0.4242
C -0.1135 -2.2765 0.6201
C -1.3339 -1.1922 -1.1890
C 0.6015 -1.1061 0.8679
C -0.4612 -0.0443 -0.9917
C 0.4668 -0.0060 -0.0303
N 0.6740 2.9166 -0.3016
Si 1.4227 1.5479 0.1767
Cl -1.5213 2.5382 1.6423
Cl 3.2712 1.2767 0.9449
H -1.5088 -3.2986 -0.5833
H -0.0264 -3.0537 1.2805
H -1.7591 -1.4189 -2.1287
H 1.1923 -0.9449 1.8059
H -0.2956 0.7029 -1.7480
H 1.3950 3.6084 -0.5641
H -0.9861 3.1037 0.6226
```

For the HOMO energy (spin up / spin down), the calculation gives -5.92 / -9.59 eV. For the LUMO energy (spin up / spin down), the calculation gives 0.1 / -3.2 eV. The electronic energy comes out at -1497.34365 a.u. As for the multiplicity: 3. Its expectation value of S² is 2.015. Its HOMO-LUMO gap (spin up / spin down) is 6.0 / 6.4 eV.

***

[7]
DFT (ωB97M-V with the def2-TZVPD basis set) results for a 2-piece molecular cluster, ClH4NSi overall.

Geometry as XYZ:
```
7
ClH4NSi ωB97M-V with the def2-TZVPD basis set
N 0.2136 -1.0657 -0.0562
Si -1.0715 -0.6173 -0.9275
H 0.6380 -0.4477 0.5300
H -1.7100 0.6180 -1.0442
H -1.5368 -1.7080 -1.6896
Cl 1.9007 2.1578 1.9062
H 1.5660 1.0630 1.2813
```

As for the energy above the lowest of the compared OMol25 structures with the same formula, charge and spin: 3.508 eV. For the HOMO energy, the calculation gives -10.20 eV. The SMILES is N=[SiH2].Cl. For the LUMO energy, the calculation gives -0.1 eV. The electronic energy comes out at -806.76952 a.u. As for the multiplicity: 1. Its HOMO-LUMO gap is 10.1 eV.

***

[8]
DFT (ωB97M-V with the def2-TZVPD basis set) results for one molecule with the formula C2H3N5O2.

Geometry as XYZ:
```
12
C2H3N5O2 ωB97M-V with the def2-TZVPD basis set
N -1.8778 -0.6904 -0.1824
C -1.1820 0.4973 0.0230
O -1.6353 1.6118 0.2076
N 0.2340 0.2505 0.1632
N 0.7907 -1.0340 0.1276
N 2.2144 -0.8547 0.0682
N 2.5203 0.3079 -0.1576
C 1.3313 1.1607 -0.0329
O 1.3088 2.3394 -0.0744
H -2.8450 -0.5798 -0.3402
H -1.4476 -1.4100 -0.7462
H 0.5881 -1.5990 0.9442
```

As for the energy above the lowest of the compared OMol25 structures with the same formula, charge and spin: 0.000 eV. For the HOMO energy, the calculation gives -10.25 eV. The SMILES is NC(=O)n1[nH]nnc1=O. For the LUMO energy, the calculation gives -0.3 eV. The electronic energy comes out at -502.23425 a.u. As for the multiplicity: 1. Its HOMO-LUMO gap is 10.0 eV.

***

[9]
DFT (ωB97M-V with the def2-TZVPD basis set) results for C47H37N7O2PRu as an isolated structure.

Geometry as XYZ:
```
95
C47H37N7O2PRu ωB97M-V with the def2-TZVPD basis set
Ru 0.5687 0.7462 -1.1178
C 0.7728 0.2800 -4.9250
C -0.4408 1.0192 -4.4519
C -1.5726 1.0969 -5.2661
C -2.6383 1.8786 -4.8747
C -2.5316 2.6315 -3.7105
C -1.3774 2.5159 -2.9641
N -0.3782 1.6727 -3.2893
C -1.0778 3.3945 -1.7998
C -1.6457 4.6468 -1.6276
C -1.1512 5.4651 -0.6222
C -0.0600 5.0522 0.1243
C 0.4615 3.7863 -0.1106
N -0.1002 2.9653 -0.9984
C 1.7351 3.2980 0.4828
C 2.3356 3.8971 1.5716
C 3.5789 3.4254 1.9775
C 4.1581 2.3791 1.2909
C 3.4771 1.7973 0.2209
C 4.0549 0.6219 -0.5050
N 2.2920 2.2619 -0.1692
H 0.5422 -0.7542 -5.1797
H 1.5644 0.3086 -4.1796
H 1.1562 0.7573 -5.8287
H -1.5916 0.5600 -6.2057
H -3.5286 1.9392 -5.4867
H -3.3284 3.2939 -3.4032
H -2.4202 5.0014 -2.2923
H -1.5741 6.4492 -0.4676
H 0.4015 5.7206 0.8365
H 1.8549 4.7101 2.0964
H 4.0870 3.8805 2.8175
H 5.1319 1.9992 1.5708
H 5.0960 0.8058 -0.7708
H 3.5043 0.4207 -1.4237
H 4.0184 -0.2678 0.1281
O -3.3152 -4.8569 -3.9631
N -3.8487 -4.4012 -2.9732
O -4.8499 -4.8287 -2.4497
C -3.2629 -3.1615 -2.3974
C -4.1150 -2.3424 -1.7631
C -3.6512 -1.1033 -1.2133
C -4.5116 -0.2555 -0.4967
C -4.0078 0.8992 0.0403
C -2.6551 1.1882 -0.1576
N -1.8300 0.4167 -0.8398
C -2.3133 -0.7297 -1.3690
C -1.4057 -1.6268 -2.0622
N -0.1088 -1.2571 -2.1603
C 0.7738 -2.1199 -2.6227
C 0.4253 -3.3946 -3.0687
C -0.8942 -3.7610 -3.0532
C -1.8575 -2.8679 -2.5423
H -5.1538 -2.6244 -1.6599
H -5.5518 -0.5287 -0.3692
H -4.6262 1.5776 0.6111
H -2.2308 2.0933 0.2615
H 1.8077 -1.7974 -2.6456
H 1.1887 -4.0694 -3.4297
H -1.1963 -4.7307 -3.4159
N 0.8430 -0.2229 0.5056
P 0.8942 -0.8457 1.9772
C 0.4955 0.3645 3.2500
C -0.2445 1.4864 2.8917
C -0.6222 2.4150 3.8493
C -0.2555 2.2292 5.1749
C 0.4880 1.1141 5.5411
C 0.8618 0.1832 4.5846
C -0.2996 -2.1873 2.1043
C -0.5793 -2.9351 0.9606
C -1.4838 -3.9846 1.0169
C -2.1166 -4.2900 2.2142
C -1.8451 -3.5458 3.3548
C -0.9414 -2.4958 3.3027
C 2.5277 -1.4974 2.3402
C 3.5228 -0.6813 2.8772
C 4.8100 -1.1704 3.0392
C 5.1117 -2.4721 2.6610
C 4.1249 -3.2898 2.1255
C 2.8359 -2.8065 1.9667
H -0.5159 1.6252 1.8535
H -1.2020 3.2848 3.5645
H -0.5478 2.9525 5.9249
H 0.7766 0.9693 6.5736
H 1.4480 -0.6790 4.8808
H -0.0752 -2.6910 0.0324
H -1.6900 -4.5724 0.1305
H -2.8220 -5.1095 2.2599
H -2.3411 -3.7823 4.2868
H -0.7520 -1.9153 4.1962
H 3.2928 0.3343 3.1748
H 5.5767 -0.5408 3.4722
H 6.1151 -2.8547 2.7957
H 4.3582 -4.3081 1.8443
H 2.0664 -3.4548 1.5651
```

As for the energy above the lowest of the compared OMol25 structures with the same formula, charge and spin: 0.000 eV. For the HOMO energy (spin up / spin down), the calculation gives -12.75 / -13.80 eV. For the LUMO energy (spin up / spin down), the calculation gives -5.6 / -6.2 eV. The net charge is +2. The electronic energy comes out at -2782.71968 a.u. As for the multiplicity: 6. Its expectation value of S² is 8.767. Its HOMO-LUMO gap (spin up / spin down) is 7.1 / 7.6 eV.